{
  "formula": "C23H40F5GaIN2O7",
  "method": "wB97M-V/def2-TZVPD",
  "symbols": ["N", "C", "O", "C", "C", "Ga", "N", "I", "C", "F", "F", "C", "C", "C", "C", "C", "C", "F", "F", "F", "C", "H", "H", "H", "H", "H", "H", "H", "H", "H", "H", "H", "H", "C", "O", "C", "C", "O", "C", "C", "O", "C", "H", "H", "H", "H", "H", "H", "H", "H", "H", "H", "H", "H", "H", "H", "C", "O", "C", "C", "O", "C", "C", "O", "C", "H", "H", "H", "H", "H", "H", "H", "H", "H", "H", "H", "H", "H", "H"],
  "xyz": [[1.591598, 2.753284, -2.484379], [0.440756, 2.864148, -3.385693], [0.268371, 3.964230, -3.878669], [-0.468919, 1.641819, -3.727444], [-1.720947, 1.459841, -2.768738], [-1.460885, 0.020383, -1.333759], [-3.092380, -0.442678, -0.374917], [0.243110, 0.979105, 0.416316], [-0.831093, -1.715888, -2.285969], [-1.063601, -1.544618, -3.690491], [-1.649955, -2.820408, -1.918375], [0.681271, -2.032379, -2.109030], [1.570999, -1.971869, -3.274979], [3.004926, -2.230823, -3.073353], [3.498924, -2.540749, -1.721879], [2.572181, -2.633131, -0.580122], [3.088029, -2.962881, 0.849595], [2.075459, -2.827025, 1.758430], [4.081307, -2.039842, 1.168238], [3.670402, -4.207671, 0.858651], [1.152351, -2.378674, -0.769485], [2.021348, 1.831010, -2.574900], [1.314349, 2.958345, -1.523920], [0.190546, 0.732525, -3.755849], [-0.865594, 1.803820, -4.766032], [-2.584112, 1.132808, -3.413196], [-2.038918, 2.398248, -2.240024], [-2.924214, -1.413217, -0.065363], [-3.025871, 0.098056, 0.501233], [1.207347, -1.737831, -4.302795], [3.770610, -2.183500, -3.880439], [4.577210, -2.716057, -1.492026], [0.399968, -2.413561, 0.057934], [-6.906672, -1.643864, -3.151081], [-7.326873, -0.491829, -2.446909], [-6.313924, 0.061722, -1.612112], [-6.337813, 1.582459, -1.656896], [-5.898045, 2.158598, -2.885995], [-6.707119, 1.961494, -4.037812], [-8.051536, 2.681042, -4.009898], [-8.938127, 2.096451, -3.067892], [-9.671986, 3.042994, -2.319643], [-6.930518, -2.517661, -2.492887], [-7.600300, -1.801733, -3.978322], [-5.903623, -1.513694, -3.569308], [-5.318040, -0.286528, -1.902555], [-6.512757, -0.270842, -0.587826], [-5.634175, 1.943215, -0.901807], [-7.313450, 1.977906, -1.371020], [-6.827454, 0.900250, -4.255561], [-6.133336, 2.378216, -4.870581], [-8.520599, 2.593593, -4.999282], [-7.885423, 3.743918, -3.803278], [-9.043780, 3.878009, -1.997280], [-10.059223, 2.543726, -1.430670], [-10.513626, 3.416226, -2.913036], [8.306884, 1.016631, 7.256262], [7.785290, -0.131585, 6.616430], [6.746156, -0.765902, 7.346031], [5.640898, -1.259962, 6.421491], [4.846539, -0.237295, 5.830176], [5.469815, 0.618845, 4.876147], [5.851114, -0.054328, 3.563067], [6.937127, -0.953678, 3.736372], [6.783147, -2.168008, 3.026329], [9.003731, 0.723508, 8.047668], [8.842874, 1.601283, 6.508384], [7.508731, 1.642733, 7.667932], [6.311003, -0.090365, 8.091637], [7.185377, -1.624537, 7.867161], [4.945790, -1.849339, 7.027051], [6.027118, -1.939700, 5.661806], [6.317540, 1.144121, 5.316145], [4.726238, 1.385706, 4.644208], [6.172849, 0.716366, 2.850806], [4.971962, -0.556667, 3.147729], [5.765022, -2.555831, 3.105201], [7.463430, -2.902178, 3.460587], [7.045189, -2.018307, 1.974460]],
  "atomic_forces_ev_per_a": [[-0.8, -0.6, -1.1], [0.4, 0.8, -0.1], [-0.6, -1.0, 0.4], [0.2, 0.4, -0.2], [0.1, -0.2, 0.1], [-1.1, 0.4, -0.7], [1.0, -0.1, 0.5], [0.1, -0.1, 0.2], [0.7, -0.1, -0.4], [0.1, -0.4, 1.2], [1.1, 0.8, -0.3], [0.7, -0.9, -0.5], [1.5, -0.5, 2.1], [-1.0, -0.1, 2.5], [-2.0, 0.2, 0.1], [-1.1, 0.4, -1.6], [-0.1, 1.3, -1.9], [1.7, -0.8, -0.6], [-1.0, -1.4, 0.2], [-0.8, 1.3, 0.9], [1.3, 0.2, -1.8], [-0.5, 0.2, 0.7], [0.2, -0.3, -0.3], [-0.7, 0.6, 0.1], [0.6, 0.0, 0.9], [0.7, 0.3, 0.7], [0.4, -0.6, -0.7], [-0.3, 0.4, -0.2], [-0.2, -0.3, -0.4], [0.1, -0.2, 1.2], [-1.0, 0.0, 0.6], [-1.0, 0.2, -0.5], [1.0, 0.0, -0.8], [-0.2, 0.2, 0.2], [0.1, 0.0, -0.4], [-0.1, 0.2, -0.1], [0.1, -0.1, 0.2], [-0.2, 0.0, -0.1], [0.1, 0.1, 0.0], [0.1, -0.4, -0.1], [0.1, 0.3, 0.3], [-0.1, -0.3, -0.2], [0.2, -0.1, -0.1], [-0.1, 0.0, 0.1], [0.0, -0.1, 0.1], [0.0, 0.0, 0.1], [0.2, 0.1, 0.1], [0.1, -0.1, -0.1], [-0.1, -0.2, -0.1], [-0.2, 0.0, 0.1], [0.0, 0.1, 0.1], [0.2, 0.1, -0.1], [0.0, 0.0, 0.1], [0.0, 0.1, 0.0], [0.0, 0.0, -0.1], [0.0, 0.2, 0.1], [0.0, -0.3, -0.2], [-0.2, 0.4, 0.1], [0.0, -0.2, -0.3], [-0.1, 0.0, 0.0], [0.2, 0.0, 0.1], [0.0, 0.0, -0.2], [0.2, 0.2, 0.2], [-0.3, -0.3, 0.2], [0.2, 0.2, 0.0], [0.0, 0.2, 0.1], [0.0, -0.1, 0.0], [0.0, 0.0, 0.1], [0.0, 0.1, -0.1], [-0.2, -0.1, 0.2], [0.0, 0.1, 0.1], [0.2, 0.1, 0.0], [0.2, -0.2, -0.1], [-0.1, -0.1, 0.0], [-0.2, 0.1, 0.0], [0.0, -0.1, 0.0], [0.0, 0.0, -0.1], [0.1, 0.1, 0.0], [-0.1, -0.2, -0.1]],
  "charge": -1
}


{
  "formula": "C41H79BN9O2",
  "method": "wB97M-V/def2-TZVPD",
  "symbols": ["C", "C", "C", "C", "C", "C", "C", "C", "N", "C", "N", "C", "C", "B", "O", "O", "C", "C", "H", "H", "H", "H", "H", "H", "H", "H", "H", "H", "H", "H", "H", "H", "H", "H", "H", "H", "H", "H", "H", "H", "H", "H", "H", "H", "H", "H", "H", "H", "C", "C", "C", "C", "N", "H", "H", "H", "H", "H", "H", "H", "C", "C", "C", "C", "N", "H", "H", "H", "H", "H", "H", "H", "C", "C", "C", "C", "N", "H", "H", "H", "H", "H", "H", "H", "C", "C", "C", "C", "N", "H", "H", "H", "H", "H", "H", "H", "C", "C", "C", "C", "N", "H", "H", "H", "H", "H", "H", "H", "C", "C", "C", "C", "N", "H", "H", "H", "H", "H", "H", "H", "C", "C", "C", "C", "N", "H", "H", "H", "H", "H", "H", "H"],
  "xyz": [[1.101329, 6.129225, -0.545054], [2.122079, 5.118196, -1.278498], [1.665691, 3.568525, -1.272756], [0.248429, 3.281220, -0.571892], [-0.160283, 1.706575, -0.647091], [-0.450660, 1.060379, 0.823695], [0.737708, 0.026166, 1.164978], [0.312619, -1.109887, 2.260992], [0.999564, -0.605951, 3.537462], [2.304885, -1.354240, 3.592350], [3.178148, -1.225722, 4.786903], [1.788065, -2.848295, 3.161467], [1.130027, -2.398508, 1.716872], [0.319923, -3.703580, 1.191452], [-1.128744, -3.780877, 1.050014], [1.073430, -4.893404, 0.880875], [2.012412, -4.667547, -0.219131], [3.446961, -5.316655, 0.143399], [1.570809, 7.186892, -0.620926], [0.058617, 6.182205, -1.026234], [0.942376, 5.906818, 0.566520], [3.142505, 5.199682, -0.748956], [2.215738, 5.483769, -2.374277], [2.518788, 2.971703, -0.768976], [1.657221, 3.223927, -2.381861], [0.270031, 3.664169, 0.503843], [-0.547437, 3.836298, -1.203039], [0.716533, 1.167763, -1.180458], [-1.068425, 1.562567, -1.352415], [-1.448936, 0.498278, 0.719348], [-0.537441, 1.928096, 1.563202], [1.013872, -0.493219, 0.174349], [1.598038, 0.646535, 1.604629], [-0.816419, -1.184105, 2.407928], [0.981317, 0.415687, 3.717925], [0.424025, -1.019795, 4.298219], [2.905347, -0.836450, 2.746364], [3.005047, -2.025858, 5.420299], [4.140839, -1.394203, 4.422897], [0.901031, -3.117343, 3.862226], [2.585900, -3.664030, 3.041130], [2.078414, -2.107483, 1.144322], [-1.434720, -4.434487, 1.735742], [1.602971, -5.201316, -1.160057], [2.163729, -3.569755, -0.513218], [3.742367, -6.044325, -0.705068], [3.342376, -5.879411, 1.150032], [4.274530, -4.530867, 0.262487], [-1.732369, 6.615781, 3.220174], [-2.676044, 5.504072, 2.780232], [-2.433437, 4.183915, 3.516335], [-1.109262, 3.624574, 3.233610], [-0.061634, 3.196628, 3.016439], [-0.689989, 6.365978, 3.004168], [-1.967874, 7.541009, 2.689243], [-1.825058, 6.806523, 4.293214], [-2.580206, 5.356733, 1.700211], [-3.705398, 5.824919, 2.967562], [-3.196162, 3.461679, 3.207887], [-2.551906, 4.329731, 4.594123], [0.807354, -2.051545, -3.128306], [1.437568, -0.982049, -4.009749], [2.962496, -0.946377, -3.904957], [3.414596, -0.582397, -2.558093], [3.761400, -0.309968, -1.493875], [1.011739, -1.867848, -2.069190], [-0.277733, -2.058943, -3.260031], [1.187688, -3.044287, -3.385287], [1.017996, -0.005100, -3.748057], [1.161948, -1.177718, -5.049188], [3.350514, -0.214340, -4.619959], [3.379333, -1.917409, -4.187927], [6.971333, 6.184834, 1.758351], [7.382232, 6.373982, 0.303320], [6.807444, 7.646410, -0.321834], [5.343695, 7.618291, -0.391891], [4.193624, 7.594698, -0.432594], [5.888015, 6.077631, 1.858080], [7.432331, 5.281635, 2.165853], [7.290503, 7.034047, 2.368821], [7.073998, 5.497135, -0.275337], [8.474752, 6.421693, 0.251822], [7.208203, 7.756261, -1.334275], [7.135537, 8.521925, 0.245950], [-0.202637, -8.940259, 4.121924], [-1.519979, -8.223067, 3.855150], [-1.737850, -7.899981, 2.375892], [-0.737420, -6.959272, 1.858744], [0.065570, -6.222059, 1.452036], [0.654385, -8.320700, 3.844337], [-0.110343, -9.175903, 5.184966], [-0.146454, -9.876635, 3.560391], [-1.558336, -7.305128, 4.451493], [-2.340902, -8.860637, 4.198542], [-2.734014, -7.462018, 2.252023], [-1.720829, -8.822096, 1.787113], [-6.478753, -11.182314, 0.881047], [-5.624387, -9.950099, 0.610375], [-4.231394, -10.291138, 0.077433], [-3.432462, -11.041006, 1.051350], [-2.814331, -11.638121, 1.817340], [-6.034501, -11.816315, 1.652659], [-7.470928, -10.884122, 1.228436], [-6.602063, -11.780023, -0.026184], [-5.542648, -9.359150, 1.528689], [-6.137281, -9.323916, -0.126856], [-3.708410, -9.361440, -0.168778], [-4.317058, -10.862384, -0.851428], [-1.780366, 7.081368, -3.303431], [-3.282245, 7.270870, -3.473074], [-3.895648, 8.186188, -2.411611], [-3.783696, 7.625815, -1.061476], [-3.683372, 7.185568, -0.002559], [-1.542727, 6.599935, -2.351790], [-1.387586, 6.447403, -4.102427], [-1.257533, 8.040852, -3.343390], [-3.773272, 6.292292, -3.456369], [-3.470632, 7.705071, -4.460243], [-4.954032, 8.338874, -2.644514], [-3.418063, 9.169660, -2.446118], [-2.842827, 0.974969, -3.735270], [-3.079060, 1.719102, -5.043774], [-2.806040, 0.860365, -6.280038], [-1.400114, 0.457911, -6.376864], [-0.297093, 0.135415, -6.440195], [-1.798987, 0.665722, -3.632919], [-3.081766, 1.620392, -2.886102], [-3.473387, 0.083638, -3.672395], [-2.455605, 2.618906, -5.064483], [-4.121294, 2.052904, -5.073009], [-3.073108, 1.431517, -7.174517], [-3.446374, -0.026422, -6.266990]],
  "atomic_forces_ev_per_a": [[0.4, 0.7, -0.1], [-0.6, 0.3, 0.2], [0.5, 0.0, -0.3], [0.0, -0.3, -1.2], [0.4, 0.4, -0.1], [0.1, -0.1, -1.5], [-1.8, 0.6, 0.0], [1.5, 1.7, -3.6], [-1.5, -1.8, 2.0], [2.3, -1.0, -1.2], [-0.7, -1.0, -0.9], [-0.5, 1.5, -0.9], [0.3, -0.4, 3.0], [-0.4, -1.3, -1.3], [2.1, 0.2, 2.2], [4.7, 9.6, -3.9], [1.6, 0.1, -0.9], [-0.4, -0.1, 0.0], [-0.8, -1.8, 0.2], [1.6, -0.3, 0.6], [0.4, 0.2, -1.5], [-1.6, 0.0, -1.0], [0.1, -0.6, 1.9], [-1.5, 0.7, -0.7], [-0.2, 0.3, 1.9], [-0.2, -0.5, -1.6], [1.2, -0.6, 1.3], [-1.4, 0.6, 1.0], [1.4, 0.3, 1.3], [1.5, 0.7, 0.5], [0.1, -1.8, -1.2], [-0.2, 0.9, 1.7], [-0.9, -1.1, -1.0], [1.7, -0.1, -0.1], [0.4, -0.4, -0.7], [0.4, 0.6, -0.2], [-1.0, -1.3, 1.1], [0.0, 0.7, -0.3], [-1.0, 0.4, 0.5], [1.7, 0.0, -0.8], [-1.2, 1.4, 0.5], [-1.8, -0.2, 0.4], [0.2, 0.5, -1.4], [0.4, 0.8, 1.6], [-0.3, -1.3, 0.3], [-0.3, 1.1, 1.6], [0.2, 0.8, -1.8], [-1.3, -1.1, -0.2], [0.0, 0.0, 0.0], [0.1, 0.4, -0.2], [-0.4, 0.0, -0.1], [0.2, 0.0, 0.3], [-0.3, 0.3, 0.5], [0.0, 0.0, 0.0], [0.0, -0.1, 0.0], [0.0, 0.0, -0.1], [-0.1, 0.0, 0.1], [0.1, -0.2, -0.1], [0.2, -0.1, 0.0], [0.2, -0.1, 0.0], [-0.1, 0.0, 0.0], [-0.3, -0.2, 0.1], [-0.1, 0.2, -0.3], [0.2, -0.1, 0.2], [-0.3, -0.1, -0.3], [0.0, 0.0, 0.0], [0.1, 0.0, 0.0], [0.0, 0.0, 0.1], [0.1, 0.0, -0.1], [0.2, 0.2, 0.2], [0.1, 0.0, 0.2], [0.1, 0.1, 0.2], [0.0, -0.1, 0.0], [0.1, -0.3, 0.3], [0.3, -0.1, -0.2], [-0.2, 0.2, 0.0], [0.5, 0.0, 0.0], [0.1, 0.1, 0.0], [0.0, 0.1, 0.0], [0.0, -0.1, 0.0], [0.0, 0.2, 0.0], [-0.1, 0.1, -0.1], [-0.2, 0.1, 0.1], [-0.2, 0.0, 0.0], [0.1, 0.0, 0.0], [0.2, -0.2, 0.3], [-0.4, 0.0, 0.1], [0.0, -0.1, -0.2], [-5.9, -8.3, 4.1], [-0.1, 0.0, 0.0], [0.0, 0.0, -0.1], [0.0, 0.1, 0.0], [-0.1, 0.0, -0.1], [0.0, 0.1, -0.1], [0.1, 0.0, -0.1], [0.1, 0.1, 0.0], [-0.1, 0.0, 0.1], [-0.4, -0.1, 0.1], [-0.1, 0.3, -0.1], [0.2, -0.2, 0.0], [-0.2, 0.3, -0.2], [0.0, 0.0, -0.1], [0.1, -0.1, 0.0], [0.0, 0.0, 0.1], [0.1, 0.0, -0.1], [0.2, 0.0, 0.0], [0.1, -0.2, 0.0], [0.1, -0.1, 0.1], [0.0, -0.1, 0.0], [0.3, -0.2, -0.2], [-0.3, 0.0, -0.3], [0.1, 0.1, 0.3], [0.0, 0.1, -0.4], [0.0, 0.1, -0.1], [0.0, 0.1, 0.1], [0.0, -0.1, 0.0], [-0.1, 0.1, 0.0], [-0.1, 0.0, 0.2], [0.1, 0.0, 0.2], [0.0, -0.1, 0.2], [0.0, 0.0, 0.1], [0.0, 0.1, 0.4], [-0.2, 0.3, -0.1], [0.2, -0.2, -0.1], [-0.4, 0.2, 0.0], [0.0, 0.0, 0.0], [0.0, -0.1, 0.0], [0.1, 0.0, 0.0], [-0.1, -0.1, -0.1], [0.1, 0.0, -0.1], [0.1, -0.2, 0.0], [0.2, 0.0, 0.0]],
  "charge": 1
}


{
  "formula": "C14H21ClN3OS",
  "method": "wB97M-V/def2-TZVPD",
  "symbols": ["O", "C", "C", "N", "C", "C", "N", "C", "C", "N", "C", "C", "S", "C", "C", "C", "C", "Cl", "C", "C", "H", "H", "H", "H", "H", "H", "H", "H", "H", "H", "H", "H", "H", "H", "H", "H", "H", "H", "H", "H", "H"],
  "xyz": [[2.679587, 0.562595, -1.129061], [2.649894, 1.215788, -0.079209], [3.499042, 0.865291, 1.147742], [4.124639, -0.424772, 1.163713], [3.287333, -1.603796, 1.083050], [3.644500, -2.452383, -0.154317], [4.152021, -1.534703, -1.189795], [5.482293, -0.996551, -0.839841], [5.454115, -0.619006, 0.664345], [1.879770, 2.287354, 0.060725], [0.836537, 2.638304, -0.881964], [-0.532978, 2.313368, -0.297318], [-0.572722, 0.537531, 0.183407], [-2.304610, 0.165180, 0.118938], [-3.273593, 1.101705, 0.447565], [-4.610359, 0.753390, 0.390426], [-4.974875, -0.533906, 0.023917], [-6.642632, -0.964227, -0.043322], [-4.005415, -1.478251, -0.285788], [-2.671309, -1.125582, -0.241018], [2.845796, 0.937476, 2.025759], [4.275629, 1.627626, 1.254193], [2.241767, -1.294791, 1.036877], [3.419958, -2.214153, 1.984960], [2.761751, -2.972160, -0.525264], [4.412592, -3.191688, 0.082400], [4.161764, -1.967575, -2.112783], [3.471539, -0.655037, -1.203843], [5.671831, -0.123866, -1.466613], [6.257832, -1.740499, -1.029817], [6.046514, 0.279303, 0.833833], [5.908006, -1.426282, 1.247854], [1.861284, 2.765137, 0.950389], [0.899306, 3.703726, -1.117367], [1.009879, 2.053838, -1.787373], [-1.312363, 2.476465, -1.038897], [-0.726203, 2.918620, 0.589557], [-3.002184, 2.100032, 0.752988], [-5.367897, 1.479361, 0.638463], [-4.295228, -2.478005, -0.566088], [-1.908132, -1.848413, -0.485215]],
  "atomic_forces_ev_per_a": [[0.0, -0.1, -0.1], [0.2, 0.2, 0.3], [0.0, -0.2, 0.2], [-0.2, 0.2, -0.2], [0.0, -0.1, 0.2], [-0.2, -0.3, 0.4], [-0.4, 0.3, -0.4], [0.5, 0.3, 0.3], [0.2, -0.1, -0.1], [0.0, 0.2, 0.1], [-0.3, 0.0, -0.3], [0.0, -0.5, 0.1], [0.1, 0.3, -0.1], [0.3, 0.1, 0.0], [0.0, -0.1, 0.0], [-0.1, -0.1, 0.0], [0.3, 0.1, 0.0], [-0.1, 0.0, 0.0], [-0.2, 0.0, 0.1], [0.0, 0.2, 0.1], [0.0, 0.2, -0.1], [-0.1, 0.0, 0.0], [0.0, 0.0, 0.0], [-0.1, -0.1, -0.1], [0.1, 0.0, -0.1], [0.0, 0.1, -0.1], [0.0, 0.0, 0.1], [0.3, -0.4, -0.1], [-0.1, -0.1, 0.0], [-0.1, 0.0, -0.1], [0.0, -0.1, 0.0], [0.1, 0.1, -0.1], [0.1, -0.1, 0.0], [0.0, -0.1, 0.0], [0.0, 0.2, 0.1], [0.0, 0.1, 0.0], [-0.1, 0.1, -0.1], [0.0, 0.1, 0.0], [-0.1, 0.0, 0.0], [-0.1, -0.1, 0.0], [0.0, -0.1, -0.1]],
  "charge": 1,
  "smiles": "O=C(CN1CC[NH2+]CC1)NCCSc1ccc(Cl)cc1"
}


| no. | calculated total energy (Ha) | HOMO level (eV) |
| --- | --- | --- |
| 1 | -4258.37146 | -5.6 |
| 2 | -2277.32296 | -10.0 |
| 3 | -1643.75928 | -10.6 |